(1)
{"formula": "C35H84Br3N8O9PS", "method": "the ωB97M-V functional and the def2-TZVPD basis", "species": ["C", "C", "C", "C", "C", "N", "O", "C", "C", "C", "S", "N", "C", "C", "O", "C", "C", "O", "N", "C", "Br", "C", "C", "Br", "P", "O", "Br", "H", "H", "H", "H", "H", "H", "H", "H", "H", "H", "H", "H", "H", "H", "H", "H", "H", "H", "H", "H", "H", "H", "H", "H", "H", "H", "H", "H", "H", "C", "C", "C", "O", "C", "N", "H", "H", "H", "H", "H", "H", "H", "H", "H", "H", "H", "C", "C", "C", "O", "C", "N", "H", "H", "H", "H", "H", "H", "H", "H", "H", "H", "H", "C", "C", "C", "O", "C", "N", "H", "H", "H", "H", "H", "H", "H", "H", "H", "H", "H", "C", "C", "C", "O", "C", "N", "H", "H", "H", "H", "H", "H", "H", "H", "H", "H", "H", "C", "C", "C", "O", "C", "N", "H", "H", "H", "H", "H", "H", "H", "H", "H", "H", "H"], "xyz": [[-0.6333, -3.9467, 4.4505], [-2.0249, -4.1925, 5.2602], [-2.6813, -2.8595, 5.8381], [-3.6068, -2.0233, 4.8350], [-4.4547, -2.9393, 3.7923], [-5.2401, -3.8965, 4.6423], [-2.9131, -1.0549, 4.0186], [-2.7293, 0.2026, 4.7434], [-4.0720, 1.0665, 4.7905], [-1.4288, 1.0332, 4.1908], [-0.2826, -0.3901, 3.6146], [-1.7726, 1.8565, 3.0127], [-0.7651, 2.8128, 2.5448], [0.8196, 2.6687, 2.5195], [-1.2204, 3.8791, 2.0402], [-2.3533, 1.1566, 1.8698], [-1.3777, 0.8964, 0.6021], [-3.5282, 0.7749, 1.7325], [-0.6311, 1.6904, 5.2466], [-1.2139, 2.7048, 6.0951], [-2.3298, 2.0313, 7.6566], [-2.0464, 3.9219, 5.4599], [-3.0007, 4.6809, 6.5388], [-0.6747, 5.3301, 4.9991], [0.7124, 0.7534, 5.8938], [2.1537, 1.3024, 5.0944], [1.1556, 1.2334, 8.0682], [-0.2382, -2.9315, 4.7699], [0.1272, -4.7222, 4.8371], [-0.7356, -4.0929, 3.3291], [-2.7151, -4.8638, 4.6590], [-1.7083, -4.8170, 6.1778], [-1.8161, -2.1849, 6.1907], [-3.2940, -3.1121, 6.7697], [-4.4251, -1.5349, 5.4895], [-5.1670, -2.2793, 3.1798], [-3.7662, -3.5386, 3.0937], [-5.3120, -4.8103, 4.1775], [-6.1678, -3.4936, 4.8344], [-2.4060, -0.1454, 5.7952], [-4.4435, 1.2206, 5.8687], [-4.8869, 0.4129, 4.3011], [-4.0540, 2.0303, 4.1932], [-0.8489, -1.0210, 2.5263], [1.2142, 3.3583, 1.6610], [1.2269, 3.1226, 3.4835], [1.2137, 1.6311, 2.2865], [-0.3096, 0.6591, 0.9179], [-1.8323, 0.1406, -0.1149], [-1.3611, 1.9042, 0.0443], [-0.3404, 3.2251, 6.6407], [-2.7300, 3.6705, 4.5956], [-3.2213, 5.6982, 6.0408], [-2.4600, 4.9264, 7.5061], [-4.0083, 4.1754, 6.6657], [2.2981, 0.7067, 4.3283], [-7.4246, -0.3697, -1.8402], [-6.0169, 0.1757, -1.6210], [-5.0177, -0.2423, -2.7198], [-4.5520, -1.5837, -2.6098], [-5.4227, -2.5560, -3.1637], [-5.5531, -0.2242, -0.2877], [-7.5046, -1.4324, -1.6032], [-8.1381, 0.1533, -1.1980], [-7.7444, -0.2259, -2.8765], [-6.0878, 1.2688, -1.6438], [-4.1255, 0.3848, -2.6173], [-5.4175, -0.0510, -3.7230], [-5.9435, -2.1854, -4.0509], [-6.1415, -2.8897, -2.4121], [-4.8225, -3.4217, -3.4509], [-4.6531, 0.2160, -0.1071], [-5.3279, -1.2191, -0.3311], [1.8429, 7.3202, -2.1594], [2.1067, 5.8429, -2.4331], [1.5935, 4.9101, -1.3170], [2.4171, 4.8778, -0.1555], [2.1876, 5.9417, 0.7559], [3.5409, 5.6525, -2.6803], [2.5184, 7.7352, -1.4089], [1.9839, 7.9058, -3.0717], [0.8156, 7.4789, -1.8193], [1.5651, 5.5834, -3.3493], [1.5995, 3.8865, -1.7068], [0.5538, 5.1339, -1.0498], [1.1357, 6.2381, 0.7879], [2.8172, 6.7962, 0.4981], [2.4821, 5.6039, 1.7518], [3.7012, 4.6833, -2.9519], [4.0160, 5.7296, -1.7800], [-2.8256, -9.3835, 1.5598], [-2.6563, -7.8759, 1.4008], [-2.8295, -7.0953, 2.7198], [-4.1786, -6.9309, 3.1363], [-4.7231, -8.0402, 3.8336], [-3.5806, -7.3996, 0.3646], [-3.8702, -9.6787, 1.6759], [-2.4453, -9.9030, 0.6764], [-2.2683, -9.7516, 2.4260], [-1.6328, -7.7018, 1.0513], [-2.4509, -6.0796, 2.5609], [-2.2254, -7.5291, 3.5255], [-3.9761, -8.5461, 4.4511], [-5.1742, -8.7426, 3.1295], [-5.5187, -7.6720, 4.4844], [-3.4022, -6.4112, 0.1956], [-4.5183, -7.4076, 0.7678], [8.1000, 3.5092, -5.8996], [7.4614, 4.4537, -4.8859], [7.0908, 3.7678, -3.5552], [5.9096, 2.9768, -3.6153], [6.1037, 1.6679, -4.1285], [6.2970, 5.0995, -5.5037], [7.3729, 2.8421, -6.3677], [8.5718, 4.0794, -6.7044], [8.8744, 2.8953, -5.4304], [8.2008, 5.2292, -4.6578], [6.8791, 4.5527, -2.8212], [7.9288, 3.1857, -3.1532], [7.0748, 1.2528, -3.8454], [5.9924, 1.6701, -5.2143], [5.3208, 1.0257, -3.7206], [5.9270, 5.7956, -4.8584], [5.5541, 4.4013, -5.5530], [4.9722, -0.8007, -8.1667], [6.3745, -0.2472, -7.9345], [7.3875, -0.6629, -9.0208], [7.8583, -2.0011, -8.9010], [6.9984, -2.9799, -9.4613], [6.8262, -0.6411, -6.5945], [4.8953, -1.8630, -7.9273], [4.2491, -0.2795, -7.5337], [4.6629, -0.6616, -9.2065], [6.2980, 0.8457, -7.9615], [8.2751, -0.0310, -8.9108], [6.9976, -0.4768, -10.0286], [6.4857, -2.6149, -10.3556], [6.2730, -3.3146, -8.7166], [7.6061, -3.8433, -9.7387], [7.7225, -0.1948, -6.4073], [7.0574, -1.6347, -6.6324]], "forces_ev_per_angstrom": [[-0.26, -0.66, 1.16], [1.17, -0.38, 0.50], [0.19, -0.02, -0.21], [-1.36, -0.99, -0.32], [0.27, 0.14, 0.79], [0.12, 0.37, -0.76], [-0.31, 1.11, 1.04], [0.09, 0.08, 1.14], [-1.08, -1.09, 0.07], [-0.97, -3.09, -0.80], [0.76, -0.59, -0.23], [0.99, 0.25, 0.21], [-0.09, 3.81, -2.10], [0.08, 0.78, -0.60], [1.19, -3.86, 1.66], [-1.87, -1.63, -2.73], [-0.26, 1.39, 0.28], [3.52, 1.48, 1.60], [-0.76, 1.42, 0.26], [0.63, 2.17, 0.31], [0.37, -0.48, -0.31], [-1.05, 0.30, 1.49], [0.27, 1.15, -1.32], [-0.60, -0.89, -0.17], [1.77, -1.50, -1.08], [-1.75, -0.14, 1.03], [-0.12, 0.73, -0.91], [-0.40, -1.19, -0.87], [-1.10, 1.11, -0.78], [0.14, 0.55, 1.34], [0.60, 1.07, 0.81], [-0.66, 0.93, -1.31], [-1.26, -0.88, -0.50], [0.75, 0.30, -1.41], [1.28, -0.36, -1.02], [1.36, -0.72, 0.70], [-0.94, 1.07, 1.02], [-0.21, 0.65, 0.29], [0.61, -0.60, -0.26], [-0.48, 0.99, -1.42], [0.86, 0.04, -1.68], [1.29, 1.05, 0.56], [0.17, -1.22, 0.87], [-0.33, 0.92, 0.77], [-1.06, -1.16, 1.51], [-0.49, -0.98, -1.17], [-0.67, 1.25, 0.78], [-1.52, 0.19, -0.49], [0.56, 0.82, 1.26], [0.11, -1.45, 0.74], [-1.49, -1.04, -0.74], [1.43, 0.25, 0.67], [0.27, -1.54, 0.75], [-0.79, -0.63, -1.18], [1.50, 0.36, 0.08], [-0.31, 0.32, 0.58], [-0.25, 0.12, -0.08], [-0.04, -0.49, 0.04], [0.19, 0.18, 0.22], [-0.20, 0.26, -0.32], [0.22, -0.17, 0.27], [0.24, 0.02, -0.35], [0.10, 0.06, -0.01], [0.12, -0.05, -0.01], [0.01, -0.04, 0.04], [0.13, -0.04, -0.03], [0.00, -0.11, 0.05], [-0.11, -0.11, -0.01], [-0.05, 0.06, 0.05], [-0.17, -0.01, -0.16], [0.05, 0.10, 0.00], [-0.20, 0.06, 0.26], [-0.15, 0.12, 0.06], [-0.16, 0.20, -0.13], [0.18, 0.18, 0.36], [0.11, -0.25, -0.21], [-0.45, 0.05, -0.06], [0.32, -0.06, 0.06], [-0.03, -0.31, 0.08], [-0.02, -0.11, -0.02], [0.04, -0.10, 0.07], [0.06, -0.01, 0.01], [0.03, -0.11, 0.08], [0.10, 0.03, 0.07], [0.02, 0.15, 0.08], [0.01, 0.00, -0.07], [-0.15, 0.14, 0.07], [-0.03, -0.07, -0.08], [0.09, 0.09, -0.11], [-0.06, 0.08, -0.16], [0.16, -0.22, -0.04], [-0.39, -0.13, 0.16], [0.16, 0.27, -0.23], [0.25, -0.10, 0.18], [-0.31, 0.16, -0.12], [0.00, 0.26, 0.19], [0.04, 0.11, 0.01], [-0.06, 0.10, 0.05], [-0.05, 0.02, -0.03], [-0.06, 0.12, 0.07], [-0.09, -0.02, -0.01], [-0.06, -0.12, 0.03], [0.04, -0.01, -0.08], [0.08, -0.17, 0.11], [0.09, 0.07, -0.02], [0.05, -0.11, -0.11], [0.13, -0.11, -0.12], [0.27, -0.02, -0.14], [-0.27, -0.32, -0.12], [-0.16, 0.33, 0.08], [0.41, 0.00, 0.19], [-0.41, 0.10, -0.13], [-0.05, 0.00, 0.29], [-0.04, 0.05, 0.10], [-0.10, -0.01, 0.08], [-0.05, 0.01, -0.02], [-0.09, -0.01, 0.09], [-0.09, -0.05, -0.07], [0.01, -0.13, -0.11], [0.03, 0.06, -0.06], [0.17, -0.21, 0.01], [0.05, 0.08, 0.03], [0.02, 0.03, -0.12], [0.14, 0.10, -0.08], [-0.25, 0.11, -0.03], [-0.04, -0.42, -0.06], [0.25, 0.17, 0.21], [-0.24, 0.27, -0.30], [0.22, -0.18, 0.26], [0.28, -0.01, -0.10], [0.10, 0.06, -0.02], [0.11, -0.05, -0.01], [0.03, -0.03, 0.05], [0.13, -0.03, -0.03], [0.00, -0.11, 0.04], [-0.13, -0.10, 0.00], [-0.04, 0.06, 0.05], [-0.17, -0.02, -0.16], [0.05, 0.11, 0.01], [-0.12, 0.05, 0.05], [-0.14, 0.13, 0.04]], "mulliken_charge": [-0.6548, -0.0835, -0.6790, 0.0792, -0.5554, -0.4972, -0.1380, 0.0011, -1.4498, -0.1737, -0.3923, 1.1750, 0.1564, -0.2744, -0.5975, 0.2604, -1.1664, -0.6151, 0.8108, -1.2991, -0.1002, 0.2065, -1.3139, -0.1009, 0.2318, -0.5226, -0.2617, 0.0032, 0.3906, 0.1769, -0.2869, 0.4020, 0.1839, 0.3508, 0.4554, 0.3870, 0.1673, 0.1294, 0.2410, 0.5801, 0.2555, 0.4106, 0.1993, 0.0801, -0.0707, 0.2166, 0.1605, 0.2990, 0.3178, 0.3588, 0.7277, 0.2746, 0.4325, 0.3773, 0.3293, 0.3630, -1.5026, 0.3951, -0.7290, -0.3499, -0.6690, -0.5106, 0.2712, 0.3781, 0.3608, 0.4221, 0.3367, 0.4452, 0.3031, 0.2296, 0.2559, 0.0792, 0.3075, -1.4643, 0.2630, -0.6440, -0.4175, -0.7673, -0.5628, 0.2726, 0.3641, 0.3565, 0.4507, 0.3420, 0.4162, 0.3262, 0.2917, 0.3085, 0.1555, 0.3099, -1.4421, 0.2656, -0.4887, -0.2504, -0.8165, -0.7377, 0.2825, 0.3687, 0.3392, 0.4272, 0.1047, 0.4715, 0.3610, 0.2635, 0.2665, 0.2811, 0.3300, -1.1309, 0.3119, -0.7654, -0.3131, -0.6389, -0.7534, -0.0200, 0.4079, 0.3458, 0.3983, 0.3320, 0.4346, 0.3045, 0.1264, 0.3231, 0.2941, 0.3251, -1.5078, 0.5917, -0.8618, -0.3934, -0.6374, -0.5927, 0.2921, 0.3484, 0.3552, 0.2732, 0.3323, 0.4536, 0.2960, 0.2203, 0.2607, 0.2716, 0.3072], "relative_energy_ev": 3.9894, "charge": 0, "fmax_ha_per_bohr": 0.0850}

(2)
{"formula": "C5H11NOS", "method": "the ωB97M-V functional and the def2-TZVPD basis", "species": ["C", "C", "S", "C", "N", "C", "C", "O", "H", "H", "H", "H", "H", "H", "H", "H", "H", "H", "H"], "xyz": [[0.2750, 0.0567, 1.4358], [1.6998, 0.0007, 0.9586], [1.9837, 0.3403, -0.8385], [-0.8961, 0.1605, 0.6199], [-1.1854, -0.7754, -0.3879], [-1.5304, -0.1103, -1.6643], [-0.3982, -1.9844, -0.4106], [-1.7154, 1.0741, 0.7999], [0.1563, 0.4656, 2.4369], [1.6419, 3.9091, 0.5012], [2.2704, -0.8686, 1.2387], [2.1718, 0.7577, 1.6013], [0.9538, 3.6300, 0.5534], [-1.0698, 0.8747, -1.5788], [-1.1641, -0.7336, -2.4675], [-2.5906, 0.1994, -1.6574], [-0.9003, -2.7349, -1.0360], [-0.3488, -2.3828, 0.6144], [0.6463, -1.8789, -0.7190]], "forces_ev_per_angstrom": [[1.12, -0.08, 0.54], [-0.30, 0.80, -0.44], [-0.01, 0.08, 0.57], [-1.66, -0.37, -0.78], [0.65, 0.78, 0.41], [-0.43, 0.72, 1.70], [0.12, -0.71, 0.33], [0.52, -0.03, 0.07], [-0.22, -0.03, -0.04], [-0.07, -0.01, 0.02], [-0.14, -0.94, 0.16], [0.16, 0.24, -0.29], [0.06, 0.00, 0.00], [0.60, -0.15, -0.85], [-0.22, 0.23, -0.40], [0.06, -0.96, -0.47], [0.08, 0.13, 0.09], [-0.23, 0.00, -0.23], [-0.09, 0.31, -0.38]], "mulliken_charge": [-0.7250, -0.7994, -0.5862, 0.7165, 0.0953, -0.9269, -0.9733, -0.6804, 0.3491, 0.1454, 0.3282, 0.2758, -0.1492, 0.2590, 0.3747, 0.2827, 0.4007, 0.3492, 0.2639], "relative_energy_ev": 0.9163, "charge": -1, "s_squared": 0.76, "fmax_ha_per_bohr": 0.0369, "spin_multiplicity": 2}